(1)
{"formula": "C23H24Br2N3O3Pd", "method": "ωB97M-V/def2-TZVPD", "symbols": ["Pd", "Br", "C", "Br", "H", "H", "C", "O", "C", "C", "C", "C", "C", "C", "N", "C", "N", "C", "C", "C", "C", "C", "C", "O", "C", "N", "C", "C", "C", "C", "C", "C", "O", "C", "H", "H", "H", "H", "H", "H", "H", "H", "H", "H", "H", "H", "H", "H", "H", "H", "H", "H", "H", "H", "H", "H"], "coordinates": [[-0.06, -0.21, 0.90], [-0.58, 1.66, -1.56], [-0.02, 1.70, 0.24], [1.85, 0.50, 2.12], [-0.82, 2.08, 0.88], [0.89, 2.27, 0.36], [-6.25, -4.43, -1.06], [-5.02, -4.13, -0.41], [-4.20, -5.16, -0.11], [-4.45, -6.50, -0.40], [-3.53, -7.47, -0.01], [-2.38, -7.13, 0.68], [-2.14, -5.80, 0.98], [-3.03, -4.82, 0.57], [-2.82, -3.44, 0.87], [-1.74, -2.72, 0.55], [-0.71, -3.33, -0.07], [0.42, -2.71, -0.60], [0.87, -1.42, -0.37], [1.99, -0.90, -1.01], [2.69, -1.71, -1.88], [2.29, -3.03, -2.11], [1.17, -3.52, -1.48], [0.67, -4.77, -1.64], [1.36, -5.66, -2.52], [-1.65, -1.44, 0.83], [-2.66, -0.77, 1.59], [-3.37, 0.27, 0.99], [-4.33, 0.97, 1.69], [-4.61, 0.62, 3.01], [-3.91, -0.41, 3.62], [-2.92, -1.10, 2.93], [-2.29, -2.13, 3.57], [-0.88, -2.00, 3.79], [-6.75, -3.47, -1.19], [-6.87, -5.08, -0.44], [-6.08, -4.89, -2.03], [-5.35, -6.79, -0.92], [-3.74, -8.50, -0.25], [-1.69, -7.89, 0.99], [-1.27, -5.52, 1.57], [-3.63, -2.92, 1.16], [-0.86, -4.28, -0.38], [2.32, 0.10, -0.82], [3.57, -1.33, -2.37], [2.85, -3.65, -2.79], [1.36, -5.27, -3.53], [0.80, -6.59, -2.49], [2.38, -5.83, -2.17], [-3.15, 0.50, -0.05], [-4.87, 1.77, 1.21], [-5.36, 1.15, 3.56], [-4.10, -0.68, 4.65], [-0.65, -2.64, 4.64], [-0.61, -0.97, 4.04], [-0.30, -2.34, 2.93]], "total_charge": 1, "e_above_lowest_kj_mol": 26.93, "homo_ev": -11.214, "energy_ev": -178410.7511}

(2)
{"formula": "C23H24ClN3O3", "method": "ωB97M-V/def2-TZVPD", "symbols": ["C", "O", "C", "C", "C", "C", "O", "C", "C", "C", "C", "C", "C", "N", "C", "C", "N", "C", "O", "C", "C", "C", "C", "Cl", "C", "C", "C", "C", "N", "C", "H", "H", "H", "H", "H", "H", "H", "H", "H", "H", "H", "H", "H", "H", "H", "H", "H", "H", "H", "H", "H", "H", "H", "H"], "coordinates": [[3.27, 3.39, -0.65], [4.54, 2.82, -0.76], [4.78, 1.50, -0.49], [6.11, 1.16, -0.57], [6.55, -0.15, -0.35], [5.65, -1.15, -0.04], [6.04, -2.44, 0.17], [7.40, -2.77, 0.06], [4.27, -0.84, 0.05], [3.26, -1.80, 0.38], [3.58, -3.23, 0.72], [1.95, -1.42, 0.40], [1.60, -0.08, 0.11], [0.29, 0.34, 0.14], [-0.05, 1.73, -0.02], [-1.13, 2.11, 1.00], [-2.27, 1.24, 0.84], [-3.47, 1.74, 0.46], [-3.67, 2.93, 0.35], [-4.55, 0.74, 0.19], [-4.57, 0.02, -1.01], [-5.61, -0.84, -1.29], [-6.64, -1.00, -0.38], [-7.93, -2.09, -0.72], [-6.64, -0.29, 0.81], [-5.60, 0.58, 1.09], [-1.94, -0.16, 0.97], [-0.85, -0.52, -0.05], [2.51, 0.83, -0.15], [3.82, 0.49, -0.19], [2.56, 2.94, -1.35], [2.88, 3.30, 0.37], [3.41, 4.45, -0.89], [6.82, 1.93, -0.81], [7.60, -0.34, -0.43], [7.46, -3.84, 0.26], [7.78, -2.57, -0.95], [8.01, -2.24, 0.79], [4.05, -3.72, -0.12], [2.67, -3.76, 0.99], [4.28, -3.27, 1.56], [1.20, -2.14, 0.67], [0.85, 2.32, 0.14], [-0.42, 1.92, -1.04], [-1.47, 3.14, 0.84], [-0.73, 2.01, 2.01], [-3.77, 0.16, -1.73], [-5.63, -1.39, -2.22], [-7.45, -0.41, 1.51], [-5.60, 1.15, 2.01], [-2.82, -0.78, 0.82], [-1.55, -0.33, 1.98], [-0.58, -1.57, 0.07], [-1.25, -0.38, -1.06]], "total_charge": 0, "e_above_lowest_kj_mol": 185.78, "smiles": "COc1ccc(OC)c2c(C)cc(N3CCN(C(=O)c4ccc(Cl)cc4)CC3)nc12", "homo_ev": -7.291, "energy_ev": -47375.8405}

(3)
{"formula": "C23H24F2N4O3", "method": "ωB97M-V/def2-TZVPD", "symbols": ["C", "C", "O", "C", "O", "C", "C", "C", "C", "N", "C", "O", "C", "C", "N", "N", "C", "C", "F", "F", "C", "C", "C", "C", "C", "C", "C", "C", "C", "N", "C", "C", "H", "H", "H", "H", "H", "H", "H", "H", "H", "H", "H", "H", "H", "H", "H", "H", "H", "H", "H", "H", "H", "H", "H", "H"], "coordinates": [[-1.37, -2.31, -1.08], [-2.81, -2.71, -0.79], [-3.66, -1.58, -0.67], [-3.57, -0.85, 0.44], [-2.88, -1.14, 1.39], [-4.48, 0.37, 0.35], [-4.53, 1.14, 1.67], [-3.19, 1.84, 1.93], [-2.80, 2.72, 0.74], [-2.76, 1.93, -0.47], [-1.64, 1.59, -1.16], [-1.66, 0.78, -2.07], [-0.40, 2.32, -0.81], [-0.17, 3.69, -0.83], [1.10, 4.01, -0.58], [1.72, 2.85, -0.40], [3.03, 2.64, -0.12], [3.91, 3.85, 0.02], [4.35, 3.98, 1.30], [5.02, 3.73, -0.75], [3.46, 1.36, 0.02], [2.54, 0.29, -0.13], [2.96, -1.11, -0.02], [4.05, -1.49, 0.76], [4.41, -2.82, 0.84], [3.72, -3.80, 0.15], [4.10, -5.24, 0.25], [2.63, -3.41, -0.63], [2.25, -2.09, -0.71], [1.27, 0.51, -0.41], [0.85, 1.76, -0.55], [-4.01, 1.28, -0.79], [-0.92, -1.86, -0.19], [-1.35, -1.57, -1.88], [-0.80, -3.18, -1.37], [-2.87, -3.30, 0.13], [-3.23, -3.28, -1.62], [-5.48, -0.01, 0.09], [-5.33, 1.88, 1.61], [-4.75, 0.46, 2.49], [-2.42, 1.08, 2.09], [-3.26, 2.45, 2.83], [-3.55, 3.51, 0.60], [-1.83, 3.18, 0.92], [-0.87, 4.48, -1.03], [3.39, 4.78, -0.26], [4.51, 1.17, 0.22], [4.60, -0.76, 1.34], [5.26, -3.10, 1.46], [5.14, -5.34, 0.55], [3.48, -5.74, 0.99], [3.96, -5.75, -0.70], [2.07, -4.16, -1.18], [1.41, -1.78, -1.31], [-4.77, 2.06, -0.95], [-3.87, 0.71, -1.71]], "total_charge": 0, "smiles": "CCOC(=O)[C@H]1CCCN(C(=O)c2cnn3c(C(F)F)cc(-c4ccc(C)cc4)nc23)C1", "homo_ev": -8.497, "energy_ev": -41779.5142}

(4)
{"formula": "C23H24FN3O5S", "method": "ωB97M-V/def2-TZVPD", "symbols": ["O", "C", "C", "O", "C", "O", "C", "C", "C", "C", "C", "C", "S", "O", "O", "N", "C", "C", "C", "C", "C", "C", "N", "N", "C", "C", "C", "C", "C", "C", "F", "C", "C", "H", "H", "H", "H", "H", "H", "H", "H", "H", "H", "H", "H", "H", "H", "H", "H", "H", "H", "H", "H", "H", "H", "H", "H"], "coordinates": [[-6.35, -0.07, -0.20], [-5.24, -0.24, -0.65], [-4.75, -1.63, -1.07], [-3.35, -1.63, -1.32], [-2.55, -2.33, -0.50], [-2.95, -3.11, 0.33], [-1.13, -1.98, -0.71], [-0.13, -2.72, -0.08], [1.20, -2.34, -0.14], [1.57, -1.18, -0.83], [0.57, -0.47, -1.48], [-0.75, -0.85, -1.43], [1.02, 1.02, -2.33], [-0.04, 1.98, -2.19], [1.46, 0.69, -3.65], [2.33, 1.50, -1.47], [3.13, 0.64, -0.96], [4.43, 1.18, -0.44], [4.64, 0.95, 1.06], [5.23, -0.42, 1.40], [4.29, -1.56, 1.05], [3.95, -1.60, -0.45], [2.88, -0.70, -0.82], [-4.34, 0.74, -0.87], [-4.51, 2.10, -0.42], [-4.00, 2.28, 1.02], [-2.59, 1.77, 1.17], [-1.52, 2.53, 0.71], [-0.22, 2.06, 0.84], [-0.02, 0.83, 1.43], [1.25, 0.37, 1.58], [-1.07, 0.05, 1.88], [-2.35, 0.53, 1.74], [-4.99, -2.35, -0.28], [-5.26, -1.93, -1.99], [-0.42, -3.60, 0.48], [1.92, -2.93, 0.39], [-1.47, -0.23, -1.95], [4.40, 2.25, -0.64], [5.26, 0.76, -1.00], [5.32, 1.72, 1.43], [3.69, 1.07, 1.58], [5.45, -0.46, 2.46], [6.17, -0.55, 0.86], [4.76, -2.51, 1.33], [3.37, -1.45, 1.62], [3.66, -2.60, -0.75], [4.84, -1.34, -1.03], [-3.42, 0.47, -1.19], [-5.58, 2.33, -0.46], [-3.97, 2.75, -1.11], [-4.05, 3.34, 1.27], [-4.66, 1.73, 1.69], [-1.69, 3.49, 0.25], [0.62, 2.63, 0.47], [-0.87, -0.91, 2.33], [-3.18, -0.07, 2.09]], "total_charge": 0, "e_above_lowest_kj_mol": 0.00, "smiles": "O=C(COC(=O)c1ccc2c(c1)S(=O)(=O)N=C1CCCCCN12)NCCc1ccc(F)cc1", "homo_ev": -9.175, "energy_ev": -52502.5575}